Run one
The following is a quantum chemistry calculation of a cluster of 2 separate species, C6H12N2 in total, from the Open Molecules 2025 dataset.

Properties
* orbital gap: 0.3491 Ha
* HOMO energy: -8.6 eV
* spin multiplicity: 1
* SMILES string: Cc1c[nH]cn1.CC
* net charge: 0
* lowest unoccupied orbital energy: 0.88 eV

```
20
Properties=species:S:1:pos:R:3:mulliken_charge:R:1
C 2.564 -0.699 1.071 -0.8743
C 1.716 -1.979 1.149 -0.6116
H 2.268 0.070 1.787 0.2659
H 3.619 -0.880 1.276 0.3166
H 2.387 -0.250 0.096 0.2468
H 0.723 -1.704 0.784 0.0488
H 1.686 -2.355 2.165 0.3201
H 2.069 -2.647 0.367 0.2577
C -1.372 -0.940 -1.342 -1.0111
C -1.413 0.443 -0.772 0.6944
C -1.516 1.629 -1.436 -0.5642
C -1.402 1.971 0.727 -0.2682
N -1.464 0.675 0.577 -0.5518
N -1.461 2.602 -0.473 -0.0580
H -0.367 -1.319 -1.196 0.1813
H -1.613 -0.880 -2.400 0.3290
H -1.629 1.861 -2.481 0.3804
H -1.343 2.447 1.691 0.4293
H -1.369 3.569 -0.722 0.1879
H -2.085 -1.613 -0.868 0.2810
```

Run two
The following is a quantum chemistry calculation of an isolated molecule of C6H12N2, from the Open Molecules 2025 dataset.

Properties
* orbital gap: 0.3319 Ha
* HOMO energy: -8.1 eV
* spin multiplicity: 1
* SMILES string: C[C@H]1C[C@H](N)[C@@H]2N[C@H]21
* net charge: 0
* lowest unoccupied orbital energy: 0.95 eV

```
20
Properties=species:S:1:pos:R:3:mulliken_charge:R:1
C -2.328 -0.727 -0.182 -1.0921
C -1.084 -0.469 0.603 -0.3508
C 0.144 -1.266 -0.162 -1.0789
C 1.391 -0.350 -0.512 0.0971
C 0.264 0.769 -0.566 0.1663
C -0.459 0.799 0.810 -0.0282
H -3.190 0.129 -0.118 0.2730
H -2.184 -0.775 -1.314 0.2456
H -2.812 -1.819 0.175 0.2720
H -1.229 -1.027 1.455 0.6005
H 0.688 -1.738 0.636 0.5123
H -0.172 -1.859 -1.037 0.3472
H 1.464 -0.570 -1.716 0.1858
H 3.004 0.381 -0.185 0.3283
H 2.965 -1.161 0.406 0.2681
H -0.425 0.030 -1.106 -0.0600
H 0.054 2.897 -0.062 0.2803
H 0.148 0.991 1.805 0.2212
N 2.510 -0.297 0.429 -0.6138
N -0.493 2.010 -0.270 -0.5739
```

Run three
The following is a quantum chemistry calculation of a cluster of 2 separate species, C6H12N2 in total, from the Open Molecules 2025 dataset.

Properties
* orbital gap: 0.3479 Ha
* HOMO energy: -8.8 eV
* spin multiplicity: 1
* SMILES string: [H]/N=C(/N)C=C.C=CC
* net charge: 0
* lowest unoccupied orbital energy: 0.65 eV

```
20
Properties=species:S:1:pos:R:3:mulliken_charge:R:1
C 0.146 -1.916 1.384 -1.1307
C -0.785 -0.795 1.065 0.4244
C -0.766 0.407 1.683 -1.2950
H -1.606 -1.037 0.402 0.3419
H 0.968 -1.581 2.012 0.3191
H 0.557 -2.348 0.474 0.2688
H -0.399 -2.710 1.899 0.3567
H -1.664 1.009 1.695 0.4055
H -0.060 0.591 2.482 0.3136
C -0.266 1.087 -1.597 0.7018
N -0.216 2.096 -0.688 -0.5359
C 0.643 -0.056 -1.319 -0.3254
C 1.823 0.106 -0.716 -0.7263
N -1.148 1.082 -2.526 -0.8653
H -0.949 2.780 -0.830 0.3189
H -0.180 1.694 0.366 0.2632
H -1.113 0.253 -3.113 0.2128
H 0.420 -0.974 -1.850 0.3084
H 2.049 1.008 -0.171 0.3294
H 2.545 -0.695 -0.654 0.3142
```

It is run two that is the least stable of them.

Run one
The following is a quantum chemistry calculation of an isolated molecule of C6H12N2, from the Open Molecules 2025 dataset.

Properties
* orbital gap: 0.2905 Ha
* HOMO energy: -7.4 eV
* spin multiplicity: 1
* net charge: 0
* lowest unoccupied orbital energy: 0.55 eV

```
20
Properties=species:S:1:pos:R:3:mulliken_charge:R:1
C 1.390 -1.652 -0.357 -1.2043
C -1.392 0.168 -1.301 -1.5273
C -1.663 0.023 1.224 -1.3539
C 0.557 0.828 0.085 -0.2499
C 0.949 -0.479 0.474 0.8439
C -0.723 0.197 0.064 0.9038
N 1.132 1.843 -0.567 -0.3848
N 1.165 -0.388 1.830 -0.8641
H 2.134 1.853 -0.691 0.2446
H 0.615 2.695 -0.729 0.2407
H 1.766 0.413 2.027 0.1988
H 1.096 -2.569 0.160 0.3358
H 0.950 -1.651 -1.356 0.3118
H 2.480 -1.670 -0.451 0.3000
H -0.678 0.248 -2.123 0.3788
H -1.944 -0.768 -1.421 0.3742
H -2.330 -0.824 1.042 0.3421
H -2.114 0.986 -1.407 0.3734
H -2.289 0.913 1.359 0.3066
H -1.099 -0.168 2.137 0.4297
```

Run two
The following is a quantum chemistry calculation of an isolated molecule of C6H12N2, from the Open Molecules 2025 dataset.

Properties
* orbital gap (alpha / beta): 0.2651 / 0.2652 Ha
* HOMO energy (alpha / beta): -6.5 / -6.5 eV
* spin multiplicity: 1
* SMILES string: CC[C@@H](C)C(N)=C=N
* net charge: 0
* lowest unoccupied orbital energy (alpha / beta): 0.68 / 0.68 eV

```
20
Properties=species:S:1:pos:R:3:mulliken_charge:R:1
C -1.098 0.388 -0.834 -0.9833
C -2.008 -0.781 -0.502 -1.1073
C 1.218 1.512 -1.028 -1.3700
C -0.032 0.091 1.645 0.2125
C 0.859 -0.271 0.728 0.0537
N 1.855 -1.188 1.019 -0.5082
C 0.617 0.158 -0.673 0.4032
N -0.766 0.173 2.584 -0.6104
H 2.546 -1.353 0.295 0.2126
H 1.637 -1.844 1.761 0.1677
H -0.551 -0.510 3.318 0.2439
H -1.132 0.560 -1.915 0.5070
H -1.463 1.320 -0.395 0.3916
H 0.972 -0.605 -1.376 0.3844
H -1.529 -1.745 -0.697 0.2506
H -2.334 -0.755 0.540 0.3231
H -2.919 -0.731 -1.109 0.3761
H 1.040 1.755 -2.080 0.3803
H 2.302 1.512 -0.860 0.3719
H 0.786 2.313 -0.421 0.3006
```

It is run one that is the least stable of them.

Run one
The following is a quantum chemistry calculation of an isolated molecule of C6H12N2, from the Open Molecules 2025 dataset.

Properties
* orbital gap: 0.3095 Ha
* HOMO energy: -7.4 eV
* spin multiplicity: 1
* SMILES string: C=C1N(C)[C@]1(C)NC
* net charge: 0
* lowest unoccupied orbital energy: 1.03 eV

```
20
Properties=species:S:1:pos:R:3:mulliken_charge:R:1
C 2.047 0.872 -1.278 -0.8782
C -1.298 -1.766 1.348 -0.8504
C -0.719 -0.557 -1.370 -1.4871
N 1.491 0.027 -0.248 -0.2351
C 0.073 -0.286 -0.110 1.4851
C -0.278 0.841 0.751 -0.1913
C -0.631 1.935 1.370 -0.9773
N -0.166 -0.902 1.143 -0.6104
H 2.026 -0.325 0.537 0.2927
H 1.891 0.428 -2.265 0.2556
H 3.121 0.980 -1.128 0.3429
H 1.588 1.865 -1.277 0.2597
H -1.257 -2.135 2.375 0.3059
H -2.274 -1.271 1.223 0.2912
H -1.281 -2.638 0.681 0.2952
H -0.442 -1.538 -1.759 0.3173
H -1.787 -0.544 -1.160 0.4093
H -0.540 0.210 -2.122 0.4499
H -0.273 2.907 1.064 0.2572
H -1.290 1.898 2.228 0.2678
```

Run two
The following is a quantum chemistry calculation of a structure of composition C6H12N2, from the Open Molecules 2025 dataset.

Properties
* orbital gap: 0.3610 Ha
* HOMO energy: -9.1 eV
* spin multiplicity: 1
* net charge: 0
* lowest unoccupied orbital energy: 0.75 eV

```
20
Properties=species:S:1:pos:R:3:mulliken_charge:R:1
C -0.427 -1.003 -0.212 -0.9457
C -1.690 0.359 1.609 -1.0948
C -0.070 -1.076 -1.686 -1.1482
C -1.355 0.388 0.220 0.4096
N -1.337 1.276 -0.668 -0.5946
H -2.014 2.021 -0.512 0.2310
H -1.323 -1.611 -0.028 0.4701
H 0.253 -1.543 0.450 0.6895
H -2.056 -0.596 1.972 0.2926
H -0.374 0.644 2.075 0.3450
H -2.306 1.186 1.949 0.4028
H 0.099 -0.080 -2.089 0.2955
H 0.823 -1.672 -1.862 0.2802
H -0.896 -1.497 -2.258 0.3378
C 2.374 0.508 -0.230 -1.0696
C 1.410 0.400 0.854 0.7239
N 1.029 0.676 1.935 -0.5464
H 1.939 1.067 -1.059 0.2883
H 2.658 -0.480 -0.583 0.2829
H 3.261 1.034 0.125 0.3500
```

Run three
The following is a quantum chemistry calculation of a structure of composition C6H12N2, from the Open Molecules 2025 dataset.

Properties
* orbital gap: 0.3543 Ha
* HOMO energy: -8.7 eV
* spin multiplicity: 1
* net charge: 0
* lowest unoccupied orbital energy: 0.94 eV

```
20
Properties=species:S:1:pos:R:3:mulliken_charge:R:1
C -0.960 1.886 0.047 -1.3713
C -0.120 0.662 0.070 0.5107
C 1.338 0.885 -0.450 -0.7717
C 1.757 -0.627 -0.331 -0.8616
C 0.579 -1.146 0.346 0.0857
C -0.597 -0.639 -0.527 -0.1638
H -0.945 2.193 -1.063 0.3054
H -1.996 1.743 0.376 0.3047
H -0.468 2.801 0.549 0.3094
H 1.546 1.368 -1.451 0.3113
H 1.930 1.479 0.218 0.4268
H 2.025 -1.117 -1.326 0.2705
H 2.760 -0.641 0.127 0.3255
H 0.537 -2.217 0.649 0.4277
H -0.631 -0.342 1.912 0.3284
H -0.250 -0.697 -1.537 0.4190
H -2.544 -0.824 0.346 0.2332
H -2.397 -1.047 -1.190 0.2410
N 0.264 -0.145 1.396 -0.7290
N -1.914 -1.115 -0.330 -0.6015
```

It is run one that is the least stable of them.

Run one
The following is a quantum chemistry calculation of a cluster of 2 separate species, C6H12N2 in total, from the Open Molecules 2025 dataset.

Properties
* orbital gap: 0.3551 Ha
* HOMO energy: -8.8 eV
* spin multiplicity: 1
* SMILES string: Cc1c[nH]cn1.CC
* net charge: 0
* lowest unoccupied orbital energy: 0.90 eV

```
20
Properties=species:S:1:pos:R:3:mulliken_charge:R:1
C 0.643 0.303 -1.960 -1.2431
C -1.139 1.916 0.606 -0.3197
C -0.383 0.788 -1.028 0.6897
C -1.709 0.550 -1.079 -0.4448
N 0.021 1.590 0.013 -0.5145
N -2.202 1.315 -0.017 -0.0550
H -1.350 2.720 1.278 0.4029
H -3.148 1.249 0.314 0.2006
H -2.299 -0.265 -1.470 0.3329
H 1.147 -0.651 -1.778 0.2305
H 1.275 1.076 -2.388 0.3316
H 0.142 -0.034 -2.888 0.3820
C 1.853 -1.275 1.323 -0.9760
C 0.304 -1.323 1.336 -0.5583
H 2.415 -1.187 2.262 0.3430
H 2.275 -2.155 0.848 0.2839
H 2.150 -0.390 0.739 0.2563
H -0.119 -0.370 1.638 0.1384
H 0.074 -1.646 0.320 0.1499
H 0.050 -2.213 1.930 0.3697
```

Run two
The following is a quantum chemistry calculation of an isolated molecule of C6H12N2, from the Open Molecules 2025 dataset.

Properties
* orbital gap: 0.2577 Ha
* HOMO energy: -6.5 eV
* spin multiplicity: 1
* net charge: 0
* lowest unoccupied orbital energy: 0.49 eV

```
20
Properties=species:S:1:pos:R:3:mulliken_charge:R:1
C 0.133 -0.961 -1.346 -0.5065
C 1.201 -1.575 -2.034 -0.5950
C 0.133 -0.168 -0.189 1.1948
C 2.556 -1.080 -1.828 -0.6444
C 1.230 0.213 0.731 -1.1465
C -2.778 1.147 1.317 -1.0034
N -1.054 0.315 0.209 0.0250
N -1.347 1.005 1.420 -0.6188
H -0.885 -1.235 -1.766 0.0723
H 2.707 -0.018 -1.839 0.2925
H 3.126 -1.683 -2.481 0.3258
H 2.699 -1.326 -0.759 0.0718
H 1.981 -0.535 0.829 0.3778
H 0.781 0.594 1.672 0.2937
H 1.765 1.103 0.247 0.2559
H -3.004 1.802 2.072 0.3736
H -3.039 1.541 0.393 0.3708
H -3.381 0.243 1.348 0.3171
H -1.784 0.075 -0.344 0.2683
H -1.038 0.542 2.350 0.2752
```

It is run two that is the least stable of them.

Run one
The following is a quantum chemistry calculation of the ion CH2F3N2 with charge +1, from the Open Molecules 2025 dataset.

Properties
* orbital gap: 0.4443 Ha
* HOMO energy: -18.0 eV
* spin multiplicity: 1
* SMILES string: F/N=C(/F)[NH2+]F
* net charge: +1
* lowest unoccupied orbital energy: -5.89 eV

```
8
Properties=species:S:1:pos:R:3:mulliken_charge:R:1
C -0.302 0.337 0.567 0.4447
N 0.467 -0.575 -0.320 0.0526
N -0.855 1.334 0.394 0.0144
F -0.065 -0.078 1.772 -0.1468
F -0.086 -1.778 -0.040 -0.0558
F -0.974 1.650 -0.848 -0.1095
H 0.268 -0.125 -1.227 0.3963
H 1.548 -0.764 -0.298 0.4041
```

Run two
The following is a quantum chemistry calculation of the ion CH2F3N2 with charge +1, from the Open Molecules 2025 dataset.

Properties
* orbital gap: 0.4624 Ha
* HOMO energy: -18.0 eV
* spin multiplicity: 1
* SMILES string: F/N=C(/F)[NH2+]F
* net charge: +1
* lowest unoccupied orbital energy: -5.39 eV

```
8
Properties=species:S:1:pos:R:3:mulliken_charge:R:1
C 0.664 -0.392 -0.277 0.5235
N -0.793 0.035 0.119 0.0883
N 1.605 0.367 -0.220 -0.0619
F 0.645 -1.630 -0.635 -0.1073
F -1.393 -0.999 0.712 -0.0602
F 1.354 1.578 0.338 -0.1211
H -0.599 0.763 0.699 0.3250
H -1.483 0.277 -0.737 0.4136
```

It is run one that is the least stable of them.

Run one
The following is a quantum chemistry calculation of an isolated molecule of C6H6, from the Open Molecules 2025 dataset.

Properties
* orbital gap: 0.3895 Ha
* HOMO energy: -9.4 eV
* spin multiplicity: 1
* SMILES string: c1ccccc1
* net charge: 0
* lowest unoccupied orbital energy: 1.20 eV

```
12
Properties=species:S:1:pos:R:3:mulliken_charge:R:1
C -0.339 1.111 0.774 -0.3745
C 0.549 0.169 1.274 -0.3250
C 0.871 -0.944 0.514 -0.3659
C 0.345 -1.104 -0.762 -0.3194
C -0.537 -0.164 -1.272 -0.3866
C -0.871 0.939 -0.497 -0.2936
H -0.606 1.991 1.351 0.3473
H 0.985 0.277 2.260 0.3476
H 1.546 -1.709 0.872 0.3449
H 0.600 -1.973 -1.360 0.3393
H -0.947 -0.240 -2.269 0.3539
H -1.597 1.646 -0.886 0.3320
```

Run two
The following is a quantum chemistry calculation of an isolated molecule of C6H6, from the Open Molecules 2025 dataset.

Properties
* orbital gap: 0.3745 Ha
* HOMO energy: -9.2 eV
* spin multiplicity: 1
* SMILES string: C#CC#CCC
* net charge: 0
* lowest unoccupied orbital energy: 0.97 eV

```
12
Properties=species:S:1:pos:R:3:mulliken_charge:R:1
C -1.746 0.768 -0.093 -1.0102
C -1.382 -0.733 -0.017 -0.3428
C 0.056 -0.878 -0.201 -0.1109
C 1.240 -0.700 -0.044 0.2668
C 2.550 -0.282 -0.009 -0.3846
C 3.654 0.197 -0.045 -0.2813
H -2.650 1.001 0.475 0.2862
H -0.927 1.381 0.297 0.3306
H -1.909 1.079 -1.131 0.2949
H -2.000 -1.324 -0.700 0.2880
H -1.522 -1.177 0.974 0.2326
H 4.613 0.653 -0.119 0.4307
```

It is run two that is the least stable of them.